Formula: C12H22O5
Source: the Open Molecules 2025 dataset
Level of theory: ωB97M-V/def2-TZVPD

Atoms and positions in Å:
C (2.68, -0.95, -0.88)
C (1.51, -1.01, -1.85)
C (1.63, 0.02, -2.98)
C (1.30, 1.42, -2.46)
C (-0.10, 1.41, -1.86)
C (-0.19, 0.35, -0.75)
O (0.57, 0.85, 0.33)
C (0.14, 0.57, 1.65)
C (0.28, -0.92, 2.01)
C (1.58, -1.20, 2.76)
O (1.81, -2.58, 2.95)
C (-1.27, 1.16, 1.91)
C (-2.13, 1.18, 0.64)
O (-3.47, 0.97, 1.01)
C (-1.66, 0.09, -0.32)
O (-2.54, 0.05, -1.42)
O (0.25, -0.92, -1.19)
H (2.72, 0.01, -0.37)
H (2.58, -1.73, -0.13)
H (3.61, -1.10, -1.42)
H (1.48, -2.02, -2.29)
H (2.64, -0.01, -3.39)
H (0.93, -0.24, -3.77)
H (2.01, 1.72, -1.70)
H (1.34, 2.14, -3.28)
H (-0.34, 2.38, -1.43)
H (-0.84, 1.17, -2.63)
H (0.86, 1.14, 2.26)
H (-0.57, -1.24, 2.62)
H (0.28, -1.51, 1.09)
H (2.43, -0.84, 2.18)
H (1.57, -0.67, 3.73)
H (1.06, -2.95, 3.44)
H (-1.18, 2.18, 2.29)
H (-1.80, 0.57, 2.65)
H (-2.04, 2.15, 0.13)
H (-3.96, 0.78, 0.20)
H (-1.69, -0.88, 0.21)
H (-2.23, -0.66, -2.00)

LUMO level   0.73 eV
HOMO   -9.83 eV
Frontier orbital gap   10.562 eV
Electronic energy   -23038.234 eV
ΔE to the lowest compared entry with this formula, charge and spin   41.4 kJ/mol
SMILES   C[C@@H]1CCC[C@]2(O[C@H](CCO)C[C@H](O)[C@H]2O)O1

Löwdin population analysis, charges in e, atoms 1 to 6: number 1, C, carries -0.0248; number 2, C, carries -0.3441; number 3, C, carries -0.1383; number 4, C, carries -0.1679; number 5, C, carries -0.0734; number 6, C, carries -0.4392

Formula: C22H40Br2F4N4O6
Source: the Open Molecules 2025 dataset
Level of theory: ωB97M-V/def2-TZVPD

Atoms and positions in Å:
C (-0.24, -1.36, 3.24)
C (-1.13, -1.08, 2.03)
F (-2.46, -1.09, 2.49)
C (-1.07, -2.12, 0.94)
C (-2.10, -1.89, -0.17)
O (-2.99, -1.08, -0.24)
O (-1.78, -2.73, -1.18)
C (-0.44, -3.25, -0.97)
C (0.14, -2.24, 0.02)
C (1.53, -2.54, 0.57)
C (2.61, -1.69, -0.10)
C (2.48, -0.19, 0.18)
F (1.65, 0.05, 1.24)
Br (1.78, 0.77, -1.37)
C (3.86, 0.41, 0.59)
F (3.70, 1.69, 0.99)
F (4.34, -0.29, 1.65)
Br (5.18, 0.36, -0.85)
H (0.57, -0.64, 3.32)
H (-0.85, -1.33, 4.13)
H (0.20, -2.35, 3.19)
H (-0.97, -0.08, 1.64)
H (-1.38, -3.08, 1.38)
H (-0.55, -4.21, -0.46)
H (0.05, -3.31, -1.92)
H (0.15, -1.31, -0.55)
H (1.78, -3.57, 0.31)
H (1.58, -2.46, 1.64)
H (3.58, -2.06, 0.22)
H (2.56, -1.83, -1.18)
C (2.74, 6.78, -0.78)
N (3.17, 5.47, -1.23)
C (4.45, 4.95, -0.80)
C (2.41, 4.72, -2.04)
O (2.71, 3.60, -2.44)
H (3.45, 7.54, -1.11)
H (2.68, 6.80, 0.31)
H (1.76, 7.01, -1.20)
H (5.09, 4.75, -1.66)
H (4.32, 4.02, -0.25)
H (4.94, 5.68, -0.15)
H (1.46, 5.21, -2.33)
C (4.88, -6.40, -0.93)
N (3.97, -5.57, -1.69)
C (4.50, -4.64, -2.67)
C (2.64, -5.63, -1.51)
O (1.83, -4.95, -2.13)
H (5.57, -5.78, -0.35)
H (5.46, -7.04, -1.60)
H (4.32, -7.03, -0.24)
H (4.21, -3.62, -2.42)
H (4.10, -4.87, -3.66)
H (5.58, -4.71, -2.69)
H (2.33, -6.36, -0.75)
C (-5.05, 0.77, 2.17)
N (-6.35, 0.89, 2.79)
C (-7.41, 1.58, 2.09)
C (-6.62, 0.37, 4.00)
O (-7.70, 0.45, 4.56)
H (-4.63, 1.76, 1.98)
H (-5.12, 0.23, 1.22)
H (-4.37, 0.22, 2.82)
H (-7.76, 2.43, 2.67)
H (-8.26, 0.92, 1.92)
H (-7.04, 1.94, 1.13)
H (-5.75, -0.14, 4.45)
C (-3.86, 1.79, -1.50)
N (-2.90, 2.89, -1.43)
C (-1.67, 2.78, -2.20)
C (-3.10, 3.98, -0.68)
O (-2.31, 4.91, -0.59)
H (-3.38, 0.88, -1.16)
H (-4.20, 1.66, -2.53)
H (-4.72, 2.01, -0.86)
H (-0.81, 2.82, -1.54)
H (-1.60, 3.62, -2.90)
H (-1.67, 1.85, -2.75)
H (-4.05, 3.96, -0.13)

LUMO level   0.14 eV
HOMO   -8.88 eV
Frontier orbital gap   9.016 eV
Electronic energy   -192663.553 eV
SMILES   C[C@H](F)[C@H]1C(=O)OC[C@@H]1CC[C@](F)(Br)C(F)(F)Br.CN(C)C=O.CN(C)C=O.CN(C)C=O.CN(C)C=O

Löwdin population analysis, charges in e, atoms 1 to 6: number 1, C, carries -0.0126; number 2, C, carries -0.3078; number 3, F, carries -0.0312; number 4, C, carries -0.1327; number 5, C, carries -0.4091; number 6, O, carries 0.1138

Formula: H4O3
Source: the Open Molecules 2025 dataset
Level of theory: ωB97M-V/def2-TZVPD

Atoms and positions in Å:
O (1.62, -0.42, -0.09)
O (0.60, 0.55, 0.11)
H (1.19, -1.19, 0.34)
H (1.15, 1.29, -0.11)
O (-2.07, -0.13, -0.13)
H (-1.26, 0.39, -0.05)
H (-2.28, -0.46, 0.75)

LUMO level   0.85 eV
HOMO   -10.53 eV
Frontier orbital gap   11.373 eV
Electronic energy   -6204.298 eV
ΔE to the lowest compared entry with this formula, charge and spin   11.1 kJ/mol
SMILES   OO.O

Löwdin population analysis, charges in e, atoms 1 to 6: number 1, O, carries -0.0607; number 2, O, carries -0.0957; number 3, H, carries 0.1142; number 4, H, carries 0.0924; number 5, O, carries -0.0671; number 6, H, carries -0.0147